a.
This record from OMol25 describes a 2-piece molecular cluster, C12H12 overall. The level of theory is ωB97M-V/def2-TZVPD.

```
24
Properties=species:S:1:pos:R:3:nbo_charge:R:1
C -1.6104 1.2384 0.7454 -0.19
C -1.4412 -1.0985 1.0780 -0.21
C 1.4058 1.3150 -0.8103 -0.22
C -2.1898 -1.3924 -0.0668 -0.21
C 1.0098 0.0924 -1.4402 -0.21
C 1.5530 -1.0973 -0.9148 -0.23
C 2.4671 -1.2982 0.1281 -0.26
C -2.7627 -0.2405 -0.8282 -0.23
C -2.6372 1.0371 -0.2920 -0.22
C 2.9719 -0.0270 0.6873 -0.20
C 2.3035 1.2340 0.2268 -0.24
C -1.0288 0.1642 1.3263 -0.21
H 1.3106 -2.0883 -1.3129 0.22
H -3.2648 -0.5835 -1.7110 0.22
H 3.7475 0.1889 1.4910 0.22
H 2.9708 -1.9826 0.7816 0.25
H -0.6519 -1.7799 1.7330 0.22
H 2.5836 2.1663 0.6344 0.20
H -3.1275 1.9629 -0.6066 0.22
H -1.4749 2.1389 1.1343 0.20
H 0.7436 2.2742 -0.9299 0.22
H -2.4418 -2.3969 -0.4413 0.22
H -0.4525 0.2520 2.1777 0.21
H -0.1887 0.2847 -1.9878 0.25
```

## Properties
orbital gap: 9.86 eV
HOMO level: -8.91 eV
SMILES: c1ccccc1.c1ccccc1
charge: 0

b.
This record from OMol25 describes one molecule with the formula C12H12. The level of theory is ωB97M-V/def2-TZVPD.

```
24
Properties=species:S:1:pos:R:3:nbo_charge:R:1
C -3.3114 0.1642 0.2543 -0.22
C -0.0955 -1.2305 -1.1105 -0.02
C -1.4506 1.6034 0.7737 -0.21
C 0.8957 0.8610 0.0172 -0.31
C -2.4740 -0.7186 -0.4026 -0.19
C -1.1137 -0.4373 -0.4650 -0.03
C 1.3606 -0.3553 -0.7192 0.05
C -0.6024 0.7239 0.1290 0.00
C 1.5631 0.9554 1.3967 -0.59
C -0.1349 -2.3286 -1.8414 -0.40
C 2.5716 -0.7821 -0.9895 -0.42
C -2.8072 1.3208 0.8311 -0.20
H 1.1502 1.7662 -0.5496 0.23
H -1.0616 2.5008 1.2344 0.21
H 0.7607 -2.7619 -2.2506 0.20
H 2.6000 0.6371 1.3261 0.21
H 3.4442 -0.2145 -0.6981 0.20
H 1.5395 1.9768 1.7675 0.21
H -4.3734 -0.0338 0.3105 0.21
H -2.8612 -1.6221 -0.8520 0.21
H -1.0642 -2.8328 -2.0522 0.20
H 2.7607 -1.7138 -1.4930 0.20
H -3.4760 2.0063 1.3291 0.21
H 1.0509 0.3105 2.1063 0.21
```

## Properties
orbital gap: 8.95 eV
HOMO level: -8.39 eV
SMILES: C=C1C(=C)[C@H](C)c2ccccc21
charge: 0

We find b to be the most stable, with the next structure 75.3 kcal/mol higher.

a.
This record from OMol25 describes a 2-piece molecular cluster, C4H5ClOS overall. The level of theory is ωB97M-V/def2-TZVPD.

```
12
Properties=species:S:1:pos:R:3:nbo_charge:R:1
Cl -2.9673 -0.1091 -0.2540 0.04
S -0.1851 -1.9975 0.0622 0.12
O -1.6310 1.9698 0.4543 -0.51
C 0.1653 -0.2230 0.0210 -0.08
C 0.8526 0.3849 -1.0693 -0.68
C 0.6219 -0.8689 1.2278 -0.52
C -1.6510 0.8377 0.1362 0.48
H 0.1371 -0.6018 2.2840 0.25
H 0.1647 0.7286 -1.8595 0.24
H 1.6549 -1.0866 1.2104 0.22
H 1.2769 1.3430 -0.8647 0.23
H 1.5611 -0.3771 -1.3484 0.23
```

## Properties
orbital gap: 9.16 eV
HOMO level: -8.66 eV
charge: 0

b.
This record from OMol25 describes a 2-piece molecular cluster, C4H5ClOS overall. The level of theory is ωB97M-V/def2-TZVPD.

```
12
Properties=species:S:1:pos:R:3:nbo_charge:R:1
Cl 0.2627 -0.5456 -1.9928 0.01
S -0.7282 1.4209 0.3367 0.24
O 0.0274 -2.1164 1.9304 -0.54
C 0.1646 -1.1275 -0.3649 -0.05
C -0.1366 -0.2196 0.6113 -0.36
C -0.3656 -0.8873 1.8577 0.36
C 0.9282 2.0935 -0.1714 -0.83
H 0.9025 3.2119 0.5553 0.26
H 0.6418 2.3483 -1.4210 0.25
H -0.3928 -0.1571 2.7763 0.16
H 2.0363 1.0350 -0.1341 0.28
H 0.2341 -2.1200 -0.3241 0.23
```

## Properties
orbital gap: 8.12 eV
HOMO level: -9.06 eV
charge: 0

We find a to be the most stable, with the next structure 61.3 kcal/mol higher.

a.
This record from OMol25 describes a 9-piece molecular cluster, C5H28N2O9 overall. The level of theory is ωB97M-V/def2-TZVPD.

```
44
Properties=species:S:1:pos:R:3:nbo_charge:R:1
O 0.2265 1.0450 3.8920 -0.99
O 3.1594 2.4098 -2.3640 -0.95
O -0.8823 -1.3814 3.4025 -0.95
O -2.3729 0.6734 3.9872 -0.94
O -3.8012 -0.5173 0.2824 -0.97
O -2.1413 1.6890 -0.3043 -0.65
O 2.7875 -1.2585 -2.9154 -0.94
O 0.1340 -2.2731 -3.4867 -0.96
O 0.6690 1.1281 -4.0606 -0.95
N -1.7667 -0.8579 -1.0545 -0.83
N -0.7501 1.6417 1.5544 -0.84
C 0.5297 -0.0291 -0.6627 -0.43
C 2.5315 -0.0979 1.0966 -0.62
C -1.3824 1.1475 0.4190 0.69
C -0.8915 -0.2506 0.0224 -0.15
C 1.5650 -0.8349 0.1898 -0.40
H -0.2192 -0.9312 2.9277 0.48
H 2.8013 0.7102 0.4381 0.22
H -0.9676 2.6581 1.7882 0.41
H 0.9055 -1.6038 0.7731 0.16
H -0.5743 -2.0550 -4.1601 0.47
H -3.8698 0.4449 -0.0218 0.50
H 2.4143 3.0065 -2.5719 0.47
H -0.0562 1.3879 -3.5178 0.47
H -2.1505 -0.1968 4.1765 0.49
H 0.4576 -0.3458 -1.7534 0.24
H 2.7706 1.4930 -2.3506 0.48
H 0.7121 0.1961 -4.0979 0.48
H -0.6130 1.0649 4.3067 0.50
H -4.6466 -0.9038 -0.0694 0.47
H 2.0239 0.3546 1.9194 0.19
H -2.3576 -1.5176 -0.7044 0.37
H -0.9628 -2.2421 2.9794 0.48
H -2.2661 -0.1967 -1.3917 0.35
H -0.9179 -1.0104 0.8533 0.20
H -0.4420 -2.0665 -2.7635 0.49
H 3.4162 -0.6216 1.5046 0.22
H -0.2115 1.1610 2.1179 0.40
H 0.9077 1.1572 4.5102 0.48
H 2.2349 -1.5441 -0.3356 0.24
H -2.1034 0.7654 3.1043 0.47
H 2.2028 -1.8071 -3.4073 0.48
H 3.0233 -0.6267 -3.5430 0.46
H 0.8736 1.0358 -0.7091 0.21
```

## Properties
orbital gap: 9.58 eV
HOMO level: -9.33 eV
SMILES: CCC[C@H](N)C(N)=O.O.O.O.O.O.O.O.O
charge: 0

b.
This record from OMol25 describes a 9-piece molecular cluster, C5H28N2O9 overall. The level of theory is ωB97M-V/def2-TZVPD.

```
44
Properties=species:S:1:pos:R:3:nbo_charge:R:1
O -0.7098 -0.5297 -3.1933 -1.00
O -3.2075 -0.9710 2.5633 -0.93
O 0.9873 1.2900 -4.2538 -0.97
O -0.7197 3.3133 -0.0707 -0.98
O 2.3989 -0.3147 2.4941 -0.94
O -1.7841 2.3374 2.1902 -0.67
O 1.8513 2.0489 0.1209 -0.99
O 2.2289 0.5332 -1.9869 -1.00
O -0.8333 2.0212 -2.3655 -1.03
N -0.9118 0.2649 2.1536 -0.60
N 1.8713 -2.3570 0.3550 -0.84
C -1.0089 -1.2366 0.1014 -0.39
C -1.4428 1.3293 2.7958 0.53
C 0.8148 -3.0011 1.0978 -0.23
C -0.6979 0.1896 0.7137 -0.24
C -0.6624 -2.5404 0.9052 -0.43
H -1.4636 1.1951 3.8821 0.14
H 2.1778 1.5417 -0.6131 0.51
H 0.1724 3.1382 0.3580 0.50
H -3.6424 -0.1801 2.1758 0.47
H 1.6467 0.8046 -2.7544 0.53
H -1.1801 -2.3573 1.9156 0.21
H -0.4889 -0.5765 2.6763 0.42
H 2.2813 0.3208 1.8765 0.46
H -0.6637 2.5478 -1.5129 0.52
H -0.8125 -1.1703 -0.8572 0.17
H 0.7935 -4.2050 0.8199 0.19
H 3.0236 0.2366 -2.1987 0.47
H 1.8638 -1.4064 0.4332 0.35
H -0.6071 2.6661 -3.1146 0.49
H 2.4073 2.6852 0.3570 0.46
H -3.8636 -1.5867 2.2515 0.46
H 0.1602 0.8194 -4.2875 0.52
H 1.5833 1.0784 -4.9891 0.49
H -1.3832 0.9680 0.1999 0.22
H -1.3652 2.7949 0.4788 0.51
H 0.3604 0.3415 0.3882 0.21
H 0.9411 -3.0126 2.2698 0.19
H -0.3606 -0.9220 -2.3912 0.46
H 1.9353 -2.6163 -0.5563 0.37
H -2.0774 -1.4790 0.1162 0.21
H 2.7048 -1.0543 1.8832 0.47
H -1.0882 0.3692 -2.8188 0.51
H -1.2292 -3.3182 0.3911 0.21
```

## Properties
orbital gap: 9.61 eV
HOMO level: -9.32 eV
SMILES: NCCCCNC=O.O.O.O.O.O.O.O.O
charge: 0

We find a to be the most stable, with the next structure 4.1 kcal/mol higher.

a.
This record from OMol25 describes C19H21N3O2S6Sn as an isolated structure. The level of theory is ωB97M-V/def2-TZVPD.

```
52
Properties=species:S:1:pos:R:3:nbo_charge:R:1
Sn -1.1104 -2.6664 0.0150 0.93
S -3.5228 -1.4490 -0.3384 -0.38
S 2.6491 0.4121 1.6601 1.28
S -5.0276 -0.9403 -2.8708 0.30
S -3.8096 -3.1315 -4.3421 0.30
S -2.9205 4.6390 4.7386 -0.23
S -2.0753 -4.0487 -2.0919 -0.36
O -5.6618 -1.5466 -5.3638 -0.63
O 2.9391 0.3350 3.1358 -1.03
N -4.5349 3.0142 3.4695 -0.75
N -0.4664 0.3869 2.5362 -0.40
N 0.0399 -1.3455 -0.8708 -1.21
C -1.5257 0.6636 1.7939 0.05
C -3.2584 -2.9059 -2.6808 -0.39
C 1.0795 -0.9202 -1.5526 0.30
C -2.2663 2.3195 3.3563 -0.11
C 3.4345 0.0593 -2.8939 -0.38
C 3.1537 -1.3056 -2.8264 -0.21
C -2.4649 1.6135 2.1706 -0.25
C 3.9905 1.3827 0.9643 -0.84
C 1.7777 -3.2780 -2.1217 -0.63
C -0.2402 1.0840 3.6415 0.03
C 3.1471 -1.1563 0.9617 -0.84
C -4.9805 -1.8193 -4.3956 0.17
C -3.2803 3.2985 3.8355 0.14
C 2.5065 0.9350 -2.3229 -0.23
C 1.3708 0.4910 -1.6760 -0.14
C 2.0237 -1.8022 -2.2016 -0.15
C -1.1093 2.0680 4.0941 -0.23
C 0.3946 1.4541 -1.0697 -0.63
C -3.8251 -1.8902 -2.0006 -0.40
H 2.3409 -1.8626 1.1537 0.25
H 4.3177 0.4270 -3.4028 0.18
H -4.7549 2.1601 2.9848 0.41
H 3.9426 1.3188 -0.1233 0.26
H 3.8460 -2.0129 -3.2801 0.18
H -1.6297 0.1253 0.8574 0.25
H 0.6919 2.4888 -1.2632 0.18
H 3.8454 2.4094 1.2960 0.22
H 0.7901 -3.5369 -2.5125 0.24
H 0.6721 0.8427 4.1763 0.22
H -5.2704 3.6406 3.7448 0.40
H 2.5394 -3.8324 -2.6767 0.18
H 4.9357 0.9924 1.3469 0.21
H 4.0694 -1.4539 1.4640 0.21
H -0.6132 1.2870 -1.4620 0.22
H -0.9144 2.6232 5.0011 0.23
H -3.3051 1.8017 1.5136 0.22
H 0.3284 1.2999 0.0103 0.21
H 1.7897 -3.6223 -1.0791 0.20
H 3.2746 -1.0554 -0.1164 0.27
H 2.6772 2.0089 -2.3862 0.18
```

## Properties
orbital gap: 4.29 eV
HOMO level: -0.61 eV
charge: -2

b.
This record from OMol25 describes C19H21N3O2S6Sn as an isolated structure. The level of theory is ωB97M-V/def2-TZVPD.

```
52
Properties=species:S:1:pos:R:3:nbo_charge:R:1
Sn 1.1246 -1.6899 1.4586 0.92
S 4.7118 1.8300 2.4895 0.30
S 4.5235 1.6938 -0.4052 0.29
S -3.7721 -1.5142 -0.4659 1.29
S 2.8186 -0.7563 -0.4505 -0.37
S 3.0435 -0.5946 2.9864 -0.35
S -0.2954 0.0458 -7.1919 -0.24
O -4.4015 -2.4781 -1.4307 -1.03
O 5.9587 3.5068 0.8727 -0.63
N -1.2598 -1.8574 -2.2215 -0.41
N -0.1998 -0.2349 1.3159 -1.18
N 1.7988 0.0586 -5.6199 -0.75
C -0.2358 -1.0170 -2.1510 0.05
C -2.8627 0.8122 3.6413 -0.21
C -1.7488 0.1442 3.1645 -0.13
C 3.7438 0.5102 1.8331 -0.40
C 0.3431 -0.4312 -3.2681 -0.24
C -1.2166 0.4157 1.8497 0.17
C -1.3708 1.8163 -0.2400 -0.64
C -1.2629 -1.5766 -4.6024 -0.24
C -3.5229 1.7911 2.8991 -0.37
C -3.1791 -2.4869 0.9106 -0.84
C -1.9065 1.4505 1.1110 -0.01
C -1.0802 -0.9132 3.9909 -0.63
C -3.0091 2.0954 1.6371 -0.25
C -5.1613 -0.7479 0.3843 -0.84
C 0.4940 -0.2013 -5.7556 0.14
C -0.1563 -0.7342 -4.5279 -0.11
C 3.6581 0.4481 0.4915 -0.40
C 5.1864 2.5744 0.9677 0.17
C -1.7741 -2.1053 -3.4267 0.03
H -0.2933 1.9993 -0.1876 0.22
H -5.6605 -0.1054 -0.3388 0.22
H -1.8755 2.7026 -0.6357 0.18
H -3.2295 0.5599 4.6348 0.18
H -1.5473 -0.9941 4.9761 0.19
H -0.0151 -0.6968 4.1240 0.22
H 1.1656 0.2536 -3.1048 0.23
H 0.1675 -0.7578 -1.1762 0.26
H 2.2973 0.4487 -6.4000 0.40
H -5.8408 -1.5322 0.7215 0.21
H -1.1367 -1.8953 3.5041 0.20
H -2.6386 -2.7604 -3.4375 0.21
H -1.5048 0.9974 -0.9498 0.21
H -2.9330 -1.8209 1.7376 0.26
H -2.2729 -2.9869 0.5732 0.25
H -3.4842 2.8729 1.0409 0.18
H -4.7869 -0.1535 1.2193 0.26
H -1.6983 -1.8183 -5.5620 0.23
H -4.3856 2.3128 3.2965 0.18
H 2.2872 -0.1450 -4.7626 0.41
H -3.9548 -3.2077 1.1739 0.21
```

## Properties
orbital gap: 4.46 eV
HOMO level: -0.67 eV
charge: -2

We find b to be the most stable, with the next structure 3.8 kcal/mol higher.

a.
This record from OMol25 describes one molecule with the formula C3H4O4. The level of theory is ωB97M-V/def2-TZVPD.

```
11
Properties=species:S:1:pos:R:3:nbo_charge:R:1
O -1.0314 -2.1266 0.3107 -0.58
O 1.5508 -1.8793 0.5926 -0.40
O -1.3248 0.0697 0.4921 -0.46
O 0.7876 -0.7850 0.1263 -0.30
C 0.3756 1.5996 -0.4421 -0.44
C -0.8664 1.1776 -0.2138 0.08
C -0.6110 -1.0117 0.2219 0.97
H 0.9822 -2.6570 0.3884 0.48
H -1.7170 1.8385 -0.3490 0.20
H 0.4984 2.5645 -0.9013 0.21
H 1.3558 1.2098 -0.2258 0.24
```

## Properties
orbital gap: 11.07 eV
HOMO level: -10.31 eV
SMILES: C=COC(=O)OO
charge: 0

b.
This record from OMol25 describes one molecule with the formula C3H4O4. The level of theory is ωB97M-V/def2-TZVPD.

```
11
Properties=species:S:1:pos:R:3:nbo_charge:R:1
O 0.8905 -1.9671 -1.6945 -0.55
O -1.2380 1.8754 1.4176 -0.52
O 0.3677 0.2186 -1.0906 -0.53
O -0.5665 -0.2220 0.9704 -0.54
C -1.3656 0.7397 1.6299 0.66
C 0.6047 -0.8367 -1.9492 0.65
C 0.5806 0.1271 0.3016 0.20
H 1.3727 -0.6095 0.5831 0.18
H -2.1001 0.2810 2.2542 0.14
H 1.1414 1.0439 0.5701 0.19
H 0.3126 -0.6504 -2.9926 0.13
```

## Properties
orbital gap: 11.78 eV
HOMO level: -10.95 eV
SMILES: O=COCOC=O
charge: 0

We find b to be the most stable, with the next structure 75.1 kcal/mol higher.

a.
This record from OMol25 describes one molecule with the formula C3H4O4. The level of theory is ωB97M-V/def2-TZVPD.

```
11
Properties=species:S:1:pos:R:3:nbo_charge:R:1
O 1.2191 -2.1079 -0.3323 -0.54
O 0.5089 1.8197 -0.1213 -0.71
O 0.6019 -0.1502 -1.3144 -0.53
O -1.4297 1.0635 -1.0734 -0.49
C -0.3113 0.9087 -0.6728 1.00
C 0.6337 -1.0688 -0.4040 0.85
C -0.3956 -0.6603 0.9204 -0.85
H -0.6458 0.2645 1.4461 0.26
H -1.3137 -1.1866 0.6600 0.24
H 0.9874 2.2900 -0.8275 0.52
H 0.1452 -1.1725 1.7191 0.25
```

## Properties
orbital gap: 10.70 eV
HOMO level: -10.76 eV
SMILES: CC(=O)OC(=O)O
charge: 0

b.
This record from OMol25 describes one molecule with the formula C3H4O4. The level of theory is ωB97M-V/def2-TZVPD.

```
11
Properties=species:S:1:pos:R:3:nbo_charge:R:1
O -1.2871 -1.1038 -0.4198 -0.43
O 1.3887 1.4133 -0.1363 -0.54
O 1.2183 -0.9006 0.4160 -0.27
O 2.6165 -0.8213 0.6339 -0.44
C 0.7352 0.4035 -0.2081 0.76
C -1.7436 -0.0459 0.2535 -0.07
C -0.6993 0.1344 -0.6598 -0.07
H -2.6900 0.2588 -0.0177 0.18
H -0.9636 0.5526 -1.6235 0.22
H -1.5587 -0.0196 1.3175 0.18
H 2.9836 0.1286 0.4444 0.47
```

## Properties
orbital gap: 11.01 eV
HOMO level: -10.28 eV
SMILES: O=C(OO)[C@@H]1CO1
charge: 0

We find a to be the most stable, with the next structure 70.9 kcal/mol higher.